# 1
Computed, not measured: one molecule with the formula C25H28N2O6, with ωB97M-V with the def2-TZVPD basis set.

```
61
Properties=species:S:1:pos:R:3:forces:R:3
C -2.001 -3.074 2.314 0.3 0.4 0.0
C -0.979 -2.014 2.693 -0.1 -0.3 0.2
H -0.008 -2.479 2.909 -0.1 0.1 0.0
H -1.309 -1.464 3.583 0.1 0.0 -0.1
O -0.857 -1.128 1.595 0.1 0.2 -0.2
C 0.012 -0.072 1.702 0.1 0.3 -0.3
C 0.802 0.191 2.807 -0.1 -0.2 0.0
C 1.658 1.286 2.816 -0.1 0.1 -0.4
C 1.726 2.138 1.700 -0.1 -0.3 0.3
C 0.931 1.875 0.598 0.1 0.2 0.0
C 0.079 0.779 0.587 0.1 -0.1 0.3
N -0.738 0.464 -0.501 -0.2 -0.4 0.3
C -0.800 1.040 -1.729 -0.5 -0.2 -0.2
O -0.143 1.999 -2.077 0.2 0.2 -0.1
C -1.774 0.327 -2.651 0.3 0.0 0.0
C -1.164 -0.994 -3.151 -0.2 0.1 0.0
C -2.140 -1.717 -4.035 0.2 0.0 -0.1
C -2.185 -1.469 -5.398 0.0 0.0 0.2
C -3.104 -2.102 -6.217 -0.3 -0.1 -0.3
C -4.010 -3.004 -5.673 0.0 0.0 0.1
C -3.974 -3.256 -4.301 -0.1 0.0 -0.2
C -3.053 -2.619 -3.499 0.0 0.0 -0.1
H -3.038 -2.829 -2.439 0.0 0.0 0.1
H -4.681 -3.960 -3.891 -0.1 -0.1 0.1
O -4.957 -3.687 -6.378 0.1 0.0 0.3
C -5.039 -3.479 -7.766 0.0 0.0 -0.2
H -4.112 -3.767 -8.272 0.0 0.0 0.0
H -5.274 -2.436 -8.004 0.0 0.0 0.0
H -5.850 -4.118 -8.112 0.1 0.1 0.0
H -3.102 -1.883 -7.273 0.0 0.0 -0.1
H -1.486 -0.770 -5.835 0.1 0.1 -0.1
H -0.249 -0.771 -3.703 0.0 0.0 0.1
H -0.902 -1.623 -2.297 0.1 0.0 0.0
H -2.711 0.126 -2.129 0.0 0.0 0.0
H -1.980 0.975 -3.503 0.0 0.0 0.1
H -1.322 -0.343 -0.323 0.0 0.1 -0.2
H 0.946 2.502 -0.276 0.0 0.0 0.0
O 2.588 3.199 1.820 -0.1 -0.3 0.3
C 2.807 4.045 0.706 0.2 0.2 -0.4
C 3.696 3.407 -0.356 -0.2 0.0 0.3
H 3.899 4.131 -1.140 0.0 0.1 -0.1
H 3.212 2.540 -0.797 0.0 -0.1 -0.1
H 4.638 3.092 0.087 0.1 0.0 0.0
H 1.854 4.365 0.273 0.0 0.0 0.1
H 3.306 4.920 1.134 -0.1 -0.1 -0.1
N 2.478 1.592 3.901 0.3 0.4 0.0
C 2.605 0.946 5.090 0.0 0.2 -0.3
O 1.994 -0.054 5.424 0.1 0.0 0.1
C 3.590 1.583 5.980 0.1 -0.6 1.2
C 3.982 1.222 7.244 -0.4 0.1 -0.9
C 4.949 2.169 7.643 0.1 0.4 -0.4
C 5.077 3.035 6.599 0.3 -0.1 0.8
O 4.264 2.694 5.591 -0.2 0.0 -0.4
H 5.692 3.903 6.460 0.0 0.1 -0.1
H 5.476 2.201 8.574 0.1 0.1 0.2
H 3.614 0.384 7.799 -0.1 -0.2 0.0
H 3.046 2.418 3.753 0.0 -0.1 0.1
H 0.780 -0.436 3.681 0.0 -0.1 0.0
H -1.671 -3.615 1.431 0.0 -0.1 -0.1
H -2.961 -2.610 2.101 -0.1 0.0 0.0
H -2.122 -3.776 3.134 0.0 -0.1 0.1
```
Forces are in eV/Å.

For the total energy, the calculation gives -1530.41460 a.u. As for the SMILES: CCOc1cc(NC(=O)c2ccco2)c(OCC)cc1NC(=O)CCc1ccc(OC)cc1. The value obtained for the LUMO energy is 0.74 eV. The charge is 0. For the maximum force, the calculation gives 0.026 hartree/bohr.



# 2
Computed, not measured: C25H28N4O4 as an isolated structure, with ωB97M-V with the def2-TZVPD basis set.

```
61
Properties=species:S:1:pos:R:3:forces:R:3
C -4.987 2.892 -0.849 -0.3 4.5 -8.1
H -4.707 2.371 -0.098 1.6 -3.3 5.3
H -5.783 3.640 -0.687 0.7 -0.1 0.4
H -5.384 2.258 -1.669 0.2 0.0 0.6
C -3.519 3.672 -1.585 -5.4 -1.4 3.5
C -2.925 4.398 -0.344 4.6 -3.3 -3.0
H -2.604 3.778 0.602 -0.6 1.0 -2.3
H -2.067 4.850 -0.963 -0.4 0.2 2.2
H -3.607 5.067 -0.110 -2.8 3.5 1.5
C -2.746 2.623 -2.217 0.2 -4.2 -2.7
H -3.437 1.891 -3.031 2.0 2.4 2.4
H -1.904 2.967 -2.760 0.6 1.3 -1.5
C -1.989 1.604 -1.364 -11.2 -6.0 -2.5
N -1.204 1.950 -0.464 5.0 -2.8 7.1
C -0.421 1.148 0.303 -2.8 -3.8 6.6
O -0.994 0.059 0.893 2.4 4.3 -3.7
C 0.857 1.795 0.970 -6.7 -7.3 -2.0
C 1.740 1.111 1.846 -5.9 -0.1 -1.8
N 2.671 1.978 1.622 10.4 -10.1 13.1
C 2.383 2.951 1.026 1.6 8.6 -6.0
N 1.354 2.797 0.332 -4.0 2.8 -1.9
H 3.023 3.691 0.893 2.9 3.4 -0.6
H 3.499 1.734 2.310 -1.3 1.5 -2.0
C 1.765 -0.193 2.726 0.2 7.1 -6.7
O 2.886 -0.446 2.939 4.9 -2.2 3.6
N 0.728 -0.877 2.516 2.4 -4.3 5.1
C 0.870 -2.066 3.312 -9.5 -4.8 -3.0
C 0.494 -3.429 2.202 6.0 2.6 7.6
C 1.496 -4.454 2.496 -4.5 -0.1 -4.7
C 1.333 -5.427 1.535 2.1 -4.5 -2.1
C 0.303 -5.541 0.431 2.3 1.3 2.9
C -0.420 -4.422 0.361 -2.2 1.4 1.3
C -0.451 -3.349 1.330 0.7 -2.2 -2.8
H -0.971 -2.452 1.305 -1.5 1.2 -0.8
H -1.238 -4.372 -0.256 -1.7 0.0 -2.1
H 0.085 -6.392 -0.228 0.8 0.4 0.5
H 2.114 -6.313 1.369 -1.5 1.8 1.1
H 2.125 -4.426 3.323 1.2 0.0 0.9
H -0.133 -2.231 3.955 2.1 0.8 -1.0
H 1.598 -2.440 3.915 2.9 0.5 1.1
H -0.063 -0.569 2.071 -3.0 1.2 -1.7
H -0.656 2.640 -0.541 4.6 7.9 -1.6
C -1.502 0.318 -2.118 3.6 8.9 2.6
O -2.069 -0.531 -2.515 -7.2 -9.4 -3.4
O -0.236 0.492 -2.476 -5.8 11.5 5.0
C 0.518 -0.255 -3.020 4.0 -14.0 3.4
C 1.668 -0.503 -1.935 -1.3 -2.7 -1.4
C 2.683 0.502 -1.822 -3.6 -5.7 0.2
C 3.630 0.102 -1.027 3.1 -1.9 6.7
C 3.637 -1.086 0.018 -1.4 5.3 -6.3
C 2.605 -1.903 -0.235 0.4 -2.3 3.3
C 1.619 -1.744 -1.189 0.0 4.1 -2.1
H 0.751 -2.365 -1.372 0.3 -0.3 0.3
H 2.580 -2.631 0.577 -0.8 -0.8 -0.6
H 4.329 -0.927 0.780 0.8 -0.7 1.2
H 4.249 0.875 -0.678 2.0 0.9 -0.1
H 2.768 1.180 -2.539 0.2 3.6 -2.5
H 0.949 -0.113 -3.855 2.6 2.1 -6.5
H -0.143 -1.353 -3.155 2.2 2.3 -0.1
H -3.143 1.153 -0.498 2.8 0.3 -2.6
H -4.004 4.323 -2.357 0.9 -0.1 0.8
```
Forces are in eV/Å.

For the total energy, the calculation gives -1488.78068 a.u. The value obtained for the LUMO energy is 0.38 eV. The charge is 0. For the maximum force, the calculation gives 0.380 hartree/bohr.



# 3
Computed, not measured: one molecule with the formula C25H28N4O5S, with ωB97M-V with the def2-TZVPD basis set.

```
63
Properties=species:S:1:pos:R:3:forces:R:3
C 1.524 -2.925 6.331 0.0 0.0 -0.2
H 1.061 -1.984 6.621 0.0 0.1 0.1
C 1.143 -3.293 4.903 -0.3 0.0 0.0
C -0.372 -3.456 4.758 0.3 0.1 0.2
O -0.757 -3.862 3.462 -0.1 -0.1 -0.2
C -0.746 -2.966 2.438 0.0 0.0 -0.3
C -1.036 -3.491 1.177 0.1 0.0 0.3
C -1.065 -2.689 0.058 0.0 0.0 -0.1
C -0.798 -1.329 0.179 -0.1 -0.2 0.3
C -0.527 -0.794 1.432 -0.2 -0.1 -0.2
C -0.500 -1.601 2.554 0.0 -0.2 0.2
H -0.288 -1.146 3.508 0.0 0.0 0.1
H -0.334 0.265 1.529 0.0 0.1 0.0
N -0.769 -0.445 -0.911 0.1 0.3 0.1
C -1.090 -0.672 -2.197 0.2 0.5 0.0
O -1.467 -1.727 -2.664 -0.1 -0.4 -0.2
C -0.950 0.534 -3.146 0.0 0.2 0.0
C -2.258 0.814 -3.875 -0.1 -0.2 -0.2
C -3.368 1.380 -3.013 0.1 0.0 -0.3
O -4.534 1.274 -3.309 -0.1 -0.1 -0.1
N -3.023 2.060 -1.871 -0.6 0.4 0.4
C -1.792 2.323 -1.314 1.3 -0.2 -0.3
N -1.724 2.697 -0.107 -1.6 0.6 -0.7
N -0.635 2.757 0.632 1.2 -0.9 1.0
C 0.270 3.645 0.615 -0.2 0.3 -0.1
C 1.363 3.522 1.632 0.2 -0.1 -0.1
H 1.052 2.818 2.404 0.0 0.1 0.0
H 1.528 4.499 2.091 0.0 0.0 0.1
C 2.689 3.034 1.013 -0.2 0.0 0.2
C 2.619 1.581 0.635 0.1 0.0 0.0
C 2.747 0.602 1.611 0.0 0.1 -0.1
C 2.664 -0.756 1.317 0.0 -0.3 -0.3
C 2.431 -1.100 0.008 0.0 0.5 -0.3
C 2.298 -0.125 -0.980 0.1 -0.4 0.5
C 2.399 1.214 -0.695 0.1 -0.3 -0.1
H 2.313 1.953 -1.474 0.0 0.1 -0.1
O 2.057 -0.732 -2.186 0.0 0.6 0.1
C 2.059 -2.122 -1.925 -0.2 -1.0 -0.8
O 2.293 -2.340 -0.551 0.1 0.1 0.5
H 1.086 -2.552 -2.209 0.1 0.2 0.1
H 2.855 -2.604 -2.515 -0.1 0.2 0.2
H 2.774 -1.510 2.077 0.0 -0.1 0.1
H 2.926 0.902 2.633 0.0 0.1 0.1
H 3.479 3.176 1.753 0.0 0.1 -0.1
H 2.926 3.639 0.138 0.1 0.1 0.0
C 0.304 4.806 -0.335 -0.2 -0.1 0.0
H -0.710 5.108 -0.595 0.0 0.0 -0.1
H 0.807 4.510 -1.256 0.1 0.1 -0.1
H 0.835 5.649 0.098 0.0 0.1 0.0
S -0.361 2.061 -2.367 -0.4 0.1 0.2
H -3.812 2.341 -1.297 0.0 -0.1 -0.1
H -2.087 1.522 -4.691 0.0 -0.1 0.1
H -2.634 -0.115 -4.313 0.0 0.1 0.1
H -0.174 0.269 -3.872 -0.1 0.0 0.1
H -0.411 0.472 -0.668 0.0 -0.2 -0.2
H -1.295 -3.109 -0.906 0.0 0.0 0.0
H -1.236 -4.548 1.099 0.0 -0.1 0.0
H -0.719 -4.262 5.411 0.0 0.1 0.0
H -0.891 -2.534 5.050 0.0 -0.1 0.0
H 1.619 -4.233 4.619 0.0 0.0 -0.1
H 1.493 -2.522 4.214 0.0 0.0 0.0
H 1.196 -3.695 7.024 0.0 -0.1 0.1
H 2.602 -2.819 6.419 0.1 0.0 0.1
```
Forces are in eV/Å.

For the total energy, the calculation gives -1962.86953 a.u. As for the SMILES: CCCOc1ccc(NC(=O)[C@H]2CC(=O)N/C(=N/N=C(\C)CCc3ccc4c(c3)OCO4)S2)cc1. The value obtained for the LUMO energy is 0.36 eV. The charge is 0. For the maximum force, the calculation gives 0.036 hartree/bohr.



> Look up the maximum force of the third one.

0.036 hartree/bohr